45
Properties=species:S:1:pos:R:3:lowdin_charge:R:1 method="wB97M-V/def2-TZVPD" total_charge=+1 gap_ev=4.10 e_tot_ha=-1162.003066
F 0.76652 5.82448 0.07706 0.068
C 0.77841 4.44478 0.01569 -0.193
C 2.01578 3.82458 -0.17525 0.140
C 1.99071 2.43803 -0.35267 -0.187
F 3.20869 1.77612 -0.36324 0.061
C 0.81856 1.71888 -0.45882 0.079
C -0.43584 2.36348 -0.23467 -0.157
C -1.60401 1.57600 -0.34997 0.150
C -2.95353 2.02580 -0.43004 -0.158
C -4.03290 1.08594 -0.22873 0.018
C -5.34935 1.50558 -0.11499 -0.028
C -5.67051 2.87148 -0.13726 0.063
C -4.65236 3.77641 -0.40322 -0.200
F -4.96967 5.12241 -0.35372 0.062
C -3.35139 3.37833 -0.69181 0.079
C -0.41129 3.74343 0.11559 0.076
H 2.94908 4.38668 -0.16551 0.156
H 0.84122 0.66124 -0.70169 0.110
H -1.45484 0.50125 -0.37612 0.133
H -3.76447 0.02446 -0.16014 0.132
H -6.13221 0.75419 0.00064 0.127
H -6.68780 3.19500 0.01719 0.138
H -2.66291 4.11468 -1.09735 0.133
H -1.29497 4.26528 0.45289 0.127
C 3.41153 -2.95601 1.89722 -0.053
N 2.41161 -2.28183 1.09228 -0.145
C 2.30723 -0.85857 1.38439 -0.077
C 1.42819 -2.75665 0.25213 -0.385
N 0.45519 -1.88677 -0.01771 0.021
N 1.51618 -3.94787 -0.46504 -0.157
C 2.27245 -5.14494 -0.13604 -0.063
C 0.95581 -3.99275 -1.82429 -0.062
H 3.65616 -3.97981 1.61280 0.057
H 4.34004 -2.37157 1.84322 0.092
H 3.10524 -2.94491 2.95675 0.099
H 1.53681 -0.46790 0.71803 0.014
H 1.99075 -0.70239 2.42348 0.098
H 3.26957 -0.36523 1.20337 0.089
H -0.45493 -2.32777 -0.14750 0.040
H 2.82389 -5.07680 0.80567 0.052
H 1.57980 -6.00813 -0.05540 0.099
H 2.98830 -5.35686 -0.95417 0.096
H 0.80029 -2.95711 -2.13184 0.072
H 1.68358 -4.48348 -2.49897 0.091
H -0.01859 -4.51117 -1.84226 0.091